(1)
11 unconnected molecules or ions with the total composition C49H91NO34S in a non-equilibrium geometry, computed with ωB97M-V/def2-TZVPD.

XYZ file:
```
176
C49H91NO34S (ωB97M-V/def2-TZVPD)
C 1.425 -2.736 1.710
N 1.655 -2.276 0.335
C 1.532 -3.307 -0.689
C 2.902 -3.708 -1.201
C 3.528 -3.129 -2.235
S 2.752 -1.799 -3.146
C 3.991 -0.723 -3.831
O 1.937 -0.982 -2.283
O 2.066 -2.438 -4.245
C 4.861 -3.633 -2.671
O 5.500 -3.120 -3.564
C 5.408 -4.839 -2.003
C 4.810 -5.423 -0.971
C 3.563 -4.828 -0.443
O 3.072 -5.197 0.600
H 0.764 -3.606 1.768
H 0.957 -1.927 2.274
H 2.362 -2.980 2.212
H 1.013 -1.524 0.134
H 1.029 -4.201 -0.312
H 0.944 -2.934 -1.524
H 4.604 -0.349 -3.012
H 4.591 -1.249 -4.561
H 3.414 0.081 -4.282
H 6.328 -5.240 -2.410
H 5.189 -6.308 -0.476
C 0.814 -8.306 1.992
C -0.547 -8.747 1.502
O -1.591 -8.292 2.377
C -1.942 -7.015 2.224
O -1.484 -6.242 1.422
O -2.895 -6.738 3.115
C -3.345 -5.382 3.094
H 0.969 -8.626 3.024
H 1.600 -8.735 1.369
H 0.908 -7.220 1.962
H -0.626 -9.832 1.502
H -0.738 -8.394 0.489
H -3.645 -5.088 2.090
H -2.561 -4.718 3.456
H -4.200 -5.336 3.761
C -2.154 1.532 -3.346
C -1.564 0.195 -2.956
O -1.620 -0.024 -1.530
C -2.790 -0.440 -1.062
O -3.779 -0.659 -1.713
O -2.675 -0.608 0.259
C -3.881 -1.008 0.913
H -1.677 2.340 -2.788
H -2.006 1.709 -4.411
H -3.223 1.568 -3.137
H -0.506 0.154 -3.208
H -2.058 -0.626 -3.474
H -4.313 -1.886 0.439
H -4.599 -0.188 0.906
H -3.610 -1.243 1.938
C 6.772 5.539 -1.727
C 6.726 4.714 -0.459
O 5.374 4.464 -0.043
C 4.740 3.487 -0.690
O 5.202 2.789 -1.556
O 3.500 3.414 -0.206
C 2.677 2.433 -0.844
H 6.197 6.458 -1.604
H 7.802 5.801 -1.968
H 6.351 4.988 -2.567
H 7.179 5.258 0.368
H 7.256 3.769 -0.575
H 3.156 1.456 -0.845
H 2.450 2.740 -1.863
H 1.754 2.375 -0.274
C 0.245 -5.102 -5.298
C -0.970 -5.706 -5.968
O -2.142 -5.584 -5.145
C -2.734 -4.392 -5.175
O -2.402 -3.449 -5.847
O -3.750 -4.406 -4.313
C -4.450 -3.160 -4.229
H 0.387 -5.535 -4.307
H 1.138 -5.293 -5.894
H 0.138 -4.024 -5.180
H -0.838 -6.777 -6.112
H -1.157 -5.254 -6.942
H -4.793 -2.839 -5.211
H -3.807 -2.399 -3.791
H -5.303 -3.323 -3.577
C -1.436 2.164 3.594
C -2.775 1.593 3.183
O -3.796 1.891 4.152
C -4.309 3.117 4.086
O -4.012 3.963 3.283
O -5.206 3.244 5.067
C -5.812 4.539 5.147
H -1.169 1.826 4.596
H -0.663 1.840 2.897
H -1.460 3.253 3.601
H -2.725 0.508 3.143
H -3.081 1.952 2.201
H -6.230 4.831 4.187
H -5.084 5.278 5.481
H -6.609 4.456 5.880
C 8.761 -11.312 0.786
C 7.389 -11.732 0.308
O 6.360 -11.312 1.220
C 5.991 -10.038 1.118
O 6.414 -9.235 0.325
O 5.060 -9.799 2.042
C 4.610 -8.443 2.068
H 8.936 -11.670 1.801
H 9.529 -11.727 0.133
H 8.860 -10.227 0.788
H 7.309 -12.817 0.275
H 7.176 -11.346 -0.688
H 4.300 -8.117 1.078
H 5.400 -7.796 2.446
H 3.760 -8.392 2.742
C -3.722 6.435 1.120
C -4.818 6.889 2.058
O -4.589 8.231 2.526
C -4.928 9.199 1.678
O -5.430 9.056 0.593
O -4.622 10.370 2.243
C -4.896 11.508 1.424
H -2.746 6.551 1.593
H -3.860 5.386 0.860
H -3.723 7.025 0.204
H -4.825 6.268 2.948
H -5.800 6.824 1.588
H -5.926 11.496 1.073
H -4.216 11.534 0.574
H -4.732 12.380 2.050
C -4.545 2.246 8.392
C -4.462 1.076 7.436
O -3.694 -0.004 8.000
C -4.339 -0.767 8.878
O -5.489 -0.655 9.214
O -3.488 -1.696 9.323
C -4.036 -2.570 10.312
H -3.545 2.558 8.698
H -5.042 3.088 7.912
H -5.103 1.981 9.290
H -3.938 1.358 6.530
H -5.452 0.720 7.153
H -4.963 -3.020 9.963
H -4.214 -2.028 11.239
H -3.292 -3.344 10.478
C -0.755 0.111 -8.971
C -1.960 0.469 -8.129
O -1.845 1.792 -7.575
C -2.142 2.789 -8.405
O -2.518 2.683 -9.544
O -1.967 3.939 -7.749
C -2.220 5.108 -8.531
H 0.163 0.243 -8.395
H -0.819 -0.928 -9.293
H -0.693 0.745 -9.855
H -2.034 -0.193 -7.269
H -2.885 0.388 -8.699
H -3.204 5.062 -8.991
H -1.457 5.220 -9.300
H -2.173 5.948 -7.844
C 2.420 11.693 0.716
C 3.819 11.143 0.547
O 4.024 9.966 1.342
C 3.531 8.838 0.828
O 2.972 8.729 -0.233
O 3.770 7.851 1.689
C 3.253 6.576 1.289
H 2.203 11.863 1.771
H 2.320 12.638 0.182
H 1.678 10.997 0.326
H 4.558 11.858 0.905
H 4.039 10.923 -0.497
H 3.586 6.316 0.289
H 2.165 6.582 1.333
H 3.642 5.849 1.994
```

gap between HOMO and LUMO = 7.15 eV
structure (SMILES) = CNCC1=C(S(C)(=O)=O)C(=O)C=CC1=O.CCOC(=O)OC.CCOC(=O)OC.CCOC(=O)OC.CCOC(=O)OC.CCOC(=O)OC.CCOC(=O)OC.CCOC(=O)OC.CCOC(=O)OC.CCOC(=O)OC.CCOC(=O)OC

=====

(2)
A molecular structure, C49H98BrO30PS in a non-equilibrium geometry, computed with ωB97M-V/def2-TZVPD.

XYZ file:
```
180
C49H98BrO30PS (ωB97M-V/def2-TZVPD)
C -3.651 1.350 4.946
C -2.668 1.085 3.788
C -3.256 0.142 2.729
Br -3.949 -1.393 3.735
C -2.255 -0.134 1.575
C -1.912 1.282 1.019
C -0.518 1.687 1.542
C -1.929 1.452 -0.502
C -1.355 2.824 -0.930
C 0.052 2.781 -1.509
C 0.684 4.185 -1.580
C 2.195 4.057 -1.778
C 2.567 3.538 -3.155
C 4.078 3.342 -3.335
C 4.500 1.916 -2.964
C 5.752 1.427 -3.725
C 6.816 0.940 -2.748
C 8.010 0.262 -3.419
C 7.810 -1.233 -3.629
C 8.179 -2.066 -2.392
O 7.239 -3.105 -2.163
C 7.518 -4.261 -2.914
O -1.108 0.426 -1.092
S -2.007 -0.908 -1.158
O -3.056 -0.660 -2.091
O -1.128 -1.951 -1.570
C -2.622 -1.246 0.528
C -4.071 -1.798 0.586
C -4.907 -2.244 -0.616
C -4.336 -3.186 -1.673
O -5.536 -1.077 -1.171
P -1.337 -2.639 1.004
C -2.013 -4.251 0.450
O -1.421 -2.753 2.677
H -3.460 0.719 5.801
H -3.471 2.370 5.279
H -4.682 1.319 4.618
H -2.462 2.062 3.370
H -1.751 0.674 4.200
H -4.118 0.651 2.309
H -1.332 -0.428 2.063
H -2.581 2.051 1.390
H -0.397 2.761 1.611
H 0.255 1.224 0.944
H -0.371 1.298 2.542
H -2.957 1.457 -0.856
H -2.001 3.182 -1.727
H -1.461 3.552 -0.134
H -0.028 2.439 -2.532
H 0.737 2.134 -0.977
H 0.231 4.755 -2.387
H 0.492 4.684 -0.631
H 2.705 4.995 -1.570
H 2.543 3.353 -1.022
H 2.053 2.595 -3.318
H 2.174 4.232 -3.896
H 4.366 3.587 -4.351
H 4.574 4.060 -2.688
H 4.731 1.904 -1.902
H 3.684 1.231 -3.154
H 6.149 2.183 -4.395
H 5.467 0.569 -4.334
H 7.202 1.815 -2.230
H 6.392 0.234 -2.041
H 8.864 0.376 -2.750
H 8.306 0.735 -4.350
H 6.798 -1.507 -3.916
H 8.458 -1.556 -4.442
H 9.178 -2.486 -2.485
H 8.149 -1.434 -1.507
H 8.226 -4.897 -2.376
H 6.614 -4.837 -3.075
H 7.955 -4.055 -3.892
H -4.061 -2.612 1.297
H -4.714 -1.068 1.058
H -5.740 -2.789 -0.170
H -3.263 -3.166 -1.804
H -4.793 -2.966 -2.628
H -4.602 -4.208 -1.417
H -6.454 -1.313 -1.358
H -1.476 -5.027 0.984
H -3.082 -4.405 0.567
H -1.722 -4.357 -0.587
H -1.108 -3.645 2.899
C 13.750 3.572 -0.310
O 12.721 3.309 0.649
C 11.595 2.823 0.129
O 11.390 2.600 -1.036
O 10.728 2.625 1.127
C 9.468 2.101 0.707
H 14.603 3.959 0.239
H 14.044 2.659 -0.824
H 13.421 4.319 -1.030
H 9.593 1.127 0.236
H 8.972 2.790 0.025
H 8.858 1.986 1.599
C -9.161 -0.752 -3.432
O -10.463 -0.662 -2.855
C -10.495 -1.122 -1.602
O -9.553 -1.576 -1.001
O -11.731 -0.994 -1.125
C -11.872 -1.462 0.220
H -9.216 -0.362 -4.444
H -8.457 -0.153 -2.855
H -8.832 -1.789 -3.469
H -11.229 -0.895 0.891
H -11.643 -2.523 0.284
H -12.908 -1.305 0.508
C -13.898 -4.922 3.488
O -13.285 -3.641 3.648
C -12.990 -3.326 4.912
O -13.197 -4.012 5.878
O -12.419 -2.119 4.911
C -12.033 -1.650 6.205
H -14.080 -5.049 2.425
H -13.235 -5.712 3.835
H -14.846 -4.964 4.021
H -11.295 -2.314 6.653
H -12.901 -1.554 6.855
H -11.585 -0.669 6.070
C 4.344 -6.826 -2.644
O 5.053 -7.333 -3.777
C 5.096 -8.665 -3.847
O 4.602 -9.431 -3.061
O 5.782 -9.000 -4.941
C 5.909 -10.408 -5.146
H 4.383 -5.742 -2.703
H 3.303 -7.144 -2.663
H 4.818 -7.146 -1.718
H 4.931 -10.869 -5.268
H 6.443 -10.871 -4.318
H 6.482 -10.540 -6.060
C -15.030 0.920 5.709
O -14.299 1.524 6.778
C -14.921 2.554 7.356
O -16.002 2.987 7.052
O -14.135 3.019 8.329
C -14.679 4.133 9.040
H -14.419 0.103 5.331
H -15.976 0.517 6.066
H -15.203 1.633 4.906
H -15.611 3.859 9.529
H -14.838 4.976 8.370
H -13.947 4.408 9.794
C 5.316 8.720 -6.180
O 5.662 7.380 -5.827
C 6.973 7.171 -5.683
O 7.839 7.995 -5.824
O 7.155 5.891 -5.357
C 8.522 5.518 -5.168
H 4.234 8.750 -6.264
H 5.636 9.416 -5.407
H 5.758 8.992 -7.137
H 8.967 6.087 -4.354
H 9.090 5.663 -6.086
H 8.524 4.463 -4.909
C 16.834 -0.251 -1.957
O 17.872 0.518 -2.568
C 17.506 1.749 -2.925
O 16.413 2.232 -2.774
O 18.558 2.352 -3.478
C 18.309 3.691 -3.912
H 17.263 -1.221 -1.719
H 16.494 0.224 -1.038
H 16.000 -0.387 -2.643
H 18.025 4.321 -3.072
H 17.533 3.709 -4.676
H 19.238 4.058 -4.338
C -9.524 -1.563 8.605
O -8.571 -2.422 7.979
C -8.189 -2.026 6.761
O -8.580 -1.043 6.185
O -7.301 -2.905 6.300
C -6.792 -2.606 4.996
H -9.745 -1.997 9.576
H -9.112 -0.565 8.743
H -10.441 -1.512 8.019
H -6.272 -1.651 4.994
H -7.595 -2.602 4.261
H -6.086 -3.392 4.740
```

gap between HOMO and LUMO = 8.47 eV

=====

no.,molar mass (g mol⁻¹),E_HOMO (eV)
1,1270.307,-9.0
2,1310.238,-8.0